15
Properties=species:S:1:pos:R:3:nbo_charge:R:1 method="wB97M-V/def2-TZVPD" lumo_ha=0.0273 total_charge=0 de_lowest_ev=1.506 energy_ev=-15523.8956 gap_ev=9.398 smiles="C/N=C(/C)PN"
P 0.930 1.169 0.277 0.686
N -1.578 -0.343 0.435 -0.416
N 2.335 0.275 -0.127 -1.165
C -0.257 -0.364 0.229 0.025
C -2.102 1.005 0.064 -0.479
C 0.235 -1.743 0.143 -0.676
H 0.927 -1.752 -0.589 0.224
H 2.795 0.637 -0.955 0.389
H -2.175 1.185 -0.982 0.196
H 0.531 1.777 -1.055 -0.025
H -3.104 0.935 0.444 0.205
H -1.705 1.916 0.561 0.186
H -0.541 -2.472 -0.081 0.236
H 3.034 0.061 0.556 0.396
H 0.675 -2.287 1.081 0.219